(1)
# C5H12N2O

A structure of composition C5H12N2O in a non-equilibrium geometry (the ωB97M-V functional and the def2-TZVPD basis, the Open Molecules 2025 dataset).

Values from the calculation:
Multiplicity   1
Orbital gap   0.2576 hartree

CARTESIAN COORDINATES (ANGSTROEM)
C  1.515  -0.846  -0.783
C  0.325  1.510  -0.140
C  0.420  -0.475  0.193
N  1.304  2.425  0.030
C  0.491  -0.918  1.477
O  -0.699  1.891  -0.741
H  1.209  3.368  -0.334
H  2.141  2.186  0.531
H  1.337  -0.386  -1.756
H  2.485  -0.497  -0.431
H  1.581  -1.933  -0.891
H  -0.262  -0.667  2.208
H  1.426  -1.310  1.850
C  -2.279  -0.651  0.321
N  -1.130  -0.679  -0.594
H  -1.324  -1.270  -1.403
H  -0.857  0.154  -1.195
H  -3.203  -0.615  -0.253
H  -2.260  -1.527  0.967
H  -2.220  0.240  0.945

=====

(2)
# C5H12N2O

An isolated molecule of C5H12N2O (the ωB97M-V functional and the def2-TZVPD basis, the Open Molecules 2025 dataset).

Values from the calculation:
Multiplicity   1
Orbital gap   0.3808 hartree
Structure (SMILES)   C[C@@H](N)CCC(N)=O

CARTESIAN COORDINATES (ANGSTROEM)
C  2.861  0.301  0.518
C  1.386  -0.107  0.626
N  0.654  1.026  1.166
C  0.896  -0.492  -0.764
C  -0.521  -1.089  -0.848
C  -1.649  -0.239  -0.337
N  -1.883  0.946  -0.994
O  -2.377  -0.602  0.571
H  2.936  1.097  -0.224
H  3.237  0.725  1.450
H  3.470  -0.550  0.227
H  1.320  -1.001  1.261
H  -0.340  0.848  1.269
H  1.015  1.303  2.070
H  1.556  -1.277  -1.132
H  0.972  0.374  -1.424
H  -0.565  -2.038  -0.323
H  -0.724  -1.283  -1.906
H  -1.103  1.369  -1.473
H  -2.507  1.576  -0.503

=====

(3)
# C5H12N2O

An isolated molecule of C5H12N2O in a non-equilibrium geometry (the ωB97M-V functional and the def2-TZVPD basis, the Open Molecules 2025 dataset).

Values from the calculation:
Multiplicity   1
Orbital gap   0.3708 hartree
Structure (SMILES)   C[C@@H](N)CNCC=O

CARTESIAN COORDINATES (ANGSTROEM)
C  -1.200  2.301  -0.143
C  0.081  1.481  -0.077
N  0.760  1.748  1.199
C  -0.260  -0.007  -0.067
N  0.974  -0.819  -0.102
C  0.813  -2.189  -0.628
C  -0.366  -2.929  -0.038
O  -1.105  -3.625  -0.690
H  -1.146  3.246  0.392
H  -2.131  1.750  -0.042
H  -1.288  2.699  -1.172
H  0.739  1.650  -0.932
H  1.084  2.701  1.298
H  1.566  1.139  1.281
H  -0.814  -0.243  -0.982
H  -0.857  -0.274  0.800
H  1.324  -0.915  0.845
H  0.639  -2.144  -1.680
H  1.730  -2.685  -0.308
H  -0.544  -2.884  1.044

=====

(4)
# C5H12N2O

An isolated molecule of C5H12N2O in a non-equilibrium geometry (the ωB97M-V functional and the def2-TZVPD basis, the Open Molecules 2025 dataset).

Values from the calculation:
Multiplicity   1
Orbital gap   0.3549 hartree
Structure (SMILES)   CNC(=O)CN(C)C

CARTESIAN COORDINATES (ANGSTROEM)
C  1.697  -2.042  -0.098
N  0.316  -2.099  -0.082
C  -0.494  -0.992  0.385
O  -1.671  -1.115  0.610
C  0.284  0.342  0.596
N  -0.202  1.275  -0.482
C  0.860  2.117  -0.846
C  -1.321  2.042  -0.004
H  2.349  -2.759  0.503
H  2.175  -1.087  0.177
H  2.052  -1.820  -1.104
H  0.016  -3.152  -0.268
H  1.439  0.251  0.556
H  -0.121  0.701  1.591
H  1.424  2.525  0.063
H  0.552  3.000  -1.479
H  1.609  1.530  -1.374
H  -1.081  2.728  0.869
H  -2.192  1.196  0.124
H  -1.810  2.768  -0.786

=====

(5)
# C5H12N2O

An isolated molecule of C5H12N2O in a non-equilibrium geometry (the ωB97M-V functional and the def2-TZVPD basis, the Open Molecules 2025 dataset).

Values from the calculation:
Multiplicity   1
Orbital gap (spin up / spin down)   0.3232 / 0.3164 hartree
Structure (SMILES)   C/C=[N+](/[O-])[C@@H](C)CN

CARTESIAN COORDINATES (ANGSTROEM)
C  1.256  -1.185  -1.462
C  0.131  -0.378  -1.910
N  -0.961  0.072  -0.997
O  -2.015  0.535  -1.513
C  -1.010  0.092  0.477
C  -0.703  -1.276  1.033
C  -0.139  1.253  0.939
N  -0.583  2.494  0.459
H  2.016  -0.989  -2.281
H  1.179  -2.317  -1.446
H  1.713  -0.878  -0.565
H  -0.171  -0.574  -2.914
H  -2.115  0.269  0.558
H  -0.817  -2.069  0.363
H  -1.230  -1.317  1.913
H  0.465  -1.329  1.240
H  -0.070  1.231  2.078
H  0.830  0.977  0.358
H  -0.633  2.518  -0.505
H  -1.595  2.755  0.684

=====

(6)
# C5H12N2O

An isolated molecule of C5H12N2O (the ωB97M-V functional and the def2-TZVPD basis, the Open Molecules 2025 dataset).

Values from the calculation:
Multiplicity   1
Orbital gap   0.2567 hartree

CARTESIAN COORDINATES (ANGSTROEM)
C  -0.005  1.076  0.442
C  0.751  1.277  1.737
C  0.167  0.675  -2.051
C  -0.138  -1.027  -0.160
C  0.501  0.249  -0.642
N  0.656  -1.901  0.651
N  -1.133  -0.257  0.832
O  -0.890  -1.798  -1.065
H  -1.151  -1.234  -1.804
H  -0.565  1.982  0.169
H  0.331  -2.861  0.603
H  1.617  -1.835  0.346
H  -2.042  -0.118  0.398
H  -1.251  -0.671  1.762
H  0.116  1.683  2.530
H  1.552  1.993  1.540
H  1.211  0.345  2.067
H  0.615  0.008  -2.794
H  -0.920  0.750  -2.303
H  0.579  1.664  -2.258

=====

(7)
# C5H12N2O

A structure of composition C5H12N2O in a non-equilibrium geometry (the ωB97M-V functional and the def2-TZVPD basis, the Open Molecules 2025 dataset).

Values from the calculation:
Multiplicity   1
Orbital gap   0.3565 hartree

CARTESIAN COORDINATES (ANGSTROEM)
C  2.086  -0.942  1.329
C  -0.016  0.387  0.997
C  0.490  1.170  -0.168
C  -0.733  0.795  -0.953
C  -0.955  -0.234  0.075
H  2.382  -1.704  2.001
H  2.830  -0.196  1.276
H  1.923  -1.431  0.351
H  -0.552  1.132  1.748
H  0.707  2.275  -0.011
H  1.486  0.853  -0.579
H  -1.405  1.602  -0.766
H  -0.645  1.048  -2.966
H  0.013  -0.458  -2.410
H  -0.616  -1.161  -0.425
H  -2.750  -1.046  -0.430
H  -2.156  -1.445  0.979
N  -0.582  0.367  -2.244
N  -2.359  -0.682  0.445
O  0.852  -0.332  1.752

=====

(8)
# C5H12N2O

An isolated molecule of C5H12N2O in a non-equilibrium geometry (the ωB97M-V functional and the def2-TZVPD basis, the Open Molecules 2025 dataset).

Values from the calculation:
Multiplicity   1
Orbital gap   0.3552 hartree
Structure (SMILES)   C[C@H](C=O)NCCN

CARTESIAN COORDINATES (ANGSTROEM)
C  1.525  -1.395  -1.533
C  0.451  -0.382  -1.136
C  0.539  0.614  -2.315
O  1.442  1.402  -2.463
N  0.759  0.275  0.091
C  -0.303  0.847  0.939
C  -1.192  -0.184  1.614
N  -2.061  0.124  2.766
H  1.831  -2.007  -0.642
H  1.460  -1.972  -2.440
H  2.434  -0.863  -1.805
H  -0.633  -0.737  -1.128
H  -0.239  0.608  -3.080
H  1.418  1.071  -0.109
H  -0.934  1.433  0.218
H  0.250  1.440  1.718
H  -0.479  -0.862  2.205
H  -1.868  -0.651  0.922
H  -2.781  0.793  2.570
H  -1.618  0.443  3.607

=====

We obtain ΔE to the lowest compared entry with this formula, charge and spin values of 119.8; 7.5; 48.5; 82.5; 124.2; 98.7; 88.7; 65.2 kcal per mole for the records listed above, in that order.